# 1
{
  "formula": "C2N4O",
  "method": "wB97M-V/def2-TZVPD",
  "species": ["O", "N", "N", "N", "N", "C", "C"],
  "coordinates": [[0.989, 0.754, -0.382], [-2.574, 0.561, -0.662], [-0.002, -0.890, 0.628], [1.935, 0.117, 0.450], [1.262, -0.962, 0.857], [-0.187, 0.063, -0.250], [-1.424, 0.357, -0.642]],
  "smiles": "N#Cc1nnno1",
  "multiplicity": 1,
  "total_charge": 0,
  "e_homo_ev": -11.8
}


# 2
{
  "formula": "C19H30F6N6O6PPbS3Te",
  "method": "wB97M-V/def2-TZVPD",
  "species": ["Pb", "Te", "S", "S", "S", "P", "F", "F", "F", "F", "F", "F", "O", "O", "O", "O", "O", "O", "N", "N", "N", "N", "N", "N", "C", "C", "C", "C", "C", "C", "C", "C", "C", "C", "C", "C", "C", "C", "C", "C", "C", "C", "C", "H", "H", "H", "H", "H", "H", "H", "H", "H", "H", "H", "H", "H", "H", "H", "H", "H", "H", "H", "H", "H", "H", "H", "H", "H", "H", "H", "H", "H", "H"],
  "coordinates": [[-1.343, 0.253, -0.054], [-1.628, -3.153, -0.954], [1.527, 0.909, 2.385], [-0.653, -2.847, 1.259], [1.492, 2.700, 0.195], [-1.271, 1.607, -3.490], [-0.370, 4.052, 1.443], [0.344, 2.776, 3.790], [0.569, 5.103, -0.193], [1.623, 4.864, 1.683], [0.734, 0.931, 4.849], [2.357, 2.306, 4.432], [2.493, 3.064, -0.750], [2.492, -0.093, 2.701], [0.312, 2.034, -0.345], [-1.422, 0.587, -2.387], [0.411, -1.108, -0.804], [0.203, 0.441, 1.994], [0.296, 2.093, -3.580], [-2.686, -0.337, 2.559], [1.357, -1.669, -0.057], [2.120, 2.003, 1.443], [-1.874, 0.932, -4.867], [-2.104, 3.018, -3.333], [3.664, -1.935, 0.371], [3.369, -2.868, 1.354], [-3.533, 3.088, -3.622], [1.373, 1.171, -3.239], [-3.026, -4.514, -0.173], [-1.691, 1.630, -6.135], [2.639, -1.351, -0.327], [1.032, -2.576, 0.895], [0.793, 4.289, 0.832], [2.051, -3.191, 1.609], [-4.300, -4.069, 0.170], [-5.230, -4.968, 0.674], [-3.617, -6.745, 0.493], [-4.887, -6.303, 0.836], [1.228, 1.798, 3.970], [-2.685, -5.854, -0.016], [0.747, 3.248, -4.346], [-1.683, 3.989, -2.324], [-2.023, -0.512, -5.000], [-2.200, -0.957, -4.025], [-3.777, 4.093, -3.971], [1.477, 3.808, -3.759], [-1.697, -6.203, -0.290], [-6.222, -4.625, 0.938], [2.141, 1.709, -2.678], [-1.671, 2.707, -5.977], [-4.132, 2.884, -2.728], [4.681, -1.652, 0.145], [-1.135, -0.972, -5.445], [-0.617, 3.906, -2.135], [-3.376, -1.051, 2.768], [1.784, -3.918, 2.361], [-2.219, 3.838, -1.380], [-3.353, -7.787, 0.616], [1.831, 0.754, -4.142], [-3.802, 2.373, -4.393], [2.761, -0.620, -1.112], [-1.840, -0.581, 3.065], [-3.028, 0.526, 2.971], [-4.569, -3.028, 0.046], [-5.614, -7.002, 1.229], [-0.764, 1.331, -6.634], [-2.877, -0.724, -5.646], [0.995, 0.359, -2.624], [-2.526, 1.402, -6.799], [-1.901, 4.998, -2.678], [-0.088, 3.905, -4.579], [1.222, 2.942, -5.283], [4.161, -3.339, 1.918]],
  "multiplicity": 1,
  "total_charge": 1,
  "e_homo_ev": -11.1
}